# C41H29Br4N2O2P2V

A structure of composition C41H29Br4N2O2P2V (the ωB97M-V functional and the def2-TZVPD basis, the Open Molecules 2025 dataset).

```
81
Properties=species:S:1:pos:R:3
V 0.28282 0.07314 0.02818
N -0.35613 0.29280 3.15402
P -0.13046 1.51345 1.98953
C -1.61387 2.51394 1.94599
C -2.58532 2.31556 0.96569
C -3.75802 3.05318 1.00172
C -3.96263 3.97889 2.01489
C -3.00012 4.17271 2.99915
C -1.82176 3.44690 2.96668
C 1.18297 2.56185 2.58529
C 1.50732 3.65086 1.77122
C 2.46283 4.55877 2.19480
C 3.07786 4.38834 3.42971
C 2.75661 3.30301 4.23352
C 1.81454 2.37834 3.81176
C -0.89740 -0.90992 2.71726
C -1.58118 -1.74227 3.59788
C -2.04563 -2.95486 3.14584
C -1.82914 -3.31728 1.81828
C -1.18370 -2.43278 0.99567
N -0.72050 -1.23296 1.42418
H -0.66729 0.57353 4.07658
H -2.44219 1.58654 0.17880
H -4.50962 2.90749 0.23762
H -4.87701 4.55645 2.03733
H -3.16442 4.89827 3.78403
H -1.05765 3.62246 3.71454
H 0.99900 3.79487 0.82273
H 2.71506 5.40610 1.57183
H 3.81073 5.10864 3.76854
H 3.24005 3.17559 5.19277
H 1.57996 1.52551 4.43615
H -1.73472 -1.42647 4.62118
H -2.57793 -3.61543 3.81739
H -2.17560 -4.26081 1.42391
H -1.02909 -2.65992 -0.04862
Br -3.83466 0.12311 -5.37511
C -2.70707 0.63009 -3.97156
C -2.38471 1.99145 -3.77255
Br -3.08370 3.30661 -4.90640
C -1.54515 2.37311 -2.73043
Br -1.05533 4.14192 -2.35900
C -1.04288 1.38057 -1.90657
O -0.20816 1.56474 -0.85210
C -1.37505 0.04680 -2.08647
O -0.78464 -0.74633 -1.17043
C -2.19874 -0.35186 -3.12460
Br -2.57309 -2.17984 -3.28455
C 1.63138 -5.13816 2.88588
C 1.45334 -4.04554 3.72569
C 1.66320 -2.76268 3.24872
C 2.06422 -2.56705 1.92487
C 2.22563 -3.66566 1.08043
C 2.01321 -4.94793 1.56593
P 2.28834 -0.90836 1.27119
C 3.57204 -0.01112 2.16892
C 4.08798 -0.44911 3.38487
C 5.12527 0.25574 3.98242
C 5.64437 1.38498 3.36969
C 5.12652 1.82406 2.15613
C 4.08975 1.13383 1.55692
C 2.82821 -0.95501 -0.43214
C 3.94556 -1.46622 -1.08645
C 4.11990 -1.12049 -2.41446
C 3.21464 -0.27313 -3.06872
C 2.10560 0.23114 -2.41654
C 1.91636 -0.13032 -1.07951
H 1.47520 -6.13991 3.26332
H 1.15684 -4.19562 4.75560
H 1.52277 -1.91414 3.90841
H 2.51916 -3.52761 0.04767
H 2.15287 -5.79840 0.91240
H 3.72063 -1.35295 3.84932
H 5.54009 -0.09518 4.91779
H 6.46325 1.92052 3.83174
H 5.53849 2.70047 1.67393
H 3.69634 1.47382 0.60550
H 4.66726 -2.08735 -0.57143
H 4.98024 -1.49388 -2.95400
H 3.39028 -0.01043 -4.10368
H 1.41626 0.88293 -2.93799
```

Values from the calculation:
Orbital gap, Ha: 0.2213
Energy above the lowest of the compared OMol25 structures with the same formula, charge and spin, eV: 0.221
HOMO, Eh: -0.490
E_LUMO, Ha: -0.2688
E, eV: -374485.29325
Molar mass, g mol⁻¹: 1014.20
Total charge: +2